1.
The following is a DFT calculation (wB97M-V/def2-TZVPD) of a structure of composition C22H50F6O20PZn in a non-equilibrium geometry.

Structure (XYZ):
```
100
Properties=species:S:1:pos:R:3:forces:R:3:lowdin_charge:R:1
Zn -15.270773 11.480165 -3.128880 -0.409 -0.019 -0.922 0.72
P -21.193961 13.254705 -1.544257 0.447 0.880 0.312 0.25
F -21.256520 14.194110 -2.932391 0.178 -0.672 0.917 -0.19
F -22.329090 12.276633 -2.107641 0.070 -0.176 -0.340 -0.14
F -20.029381 12.365335 -2.288799 -0.722 -0.658 0.127 -0.18
F -21.099011 12.331509 -0.172843 -0.113 0.315 -0.805 -0.18
F -19.947145 14.121137 -0.932815 -0.733 0.375 -0.235 -0.17
F -22.321331 14.217157 -0.909707 0.767 -0.398 0.128 -0.14
C -13.239122 14.443031 -1.195274 -0.335 -0.062 -1.878 0.01
C -13.056600 14.641862 0.195380 0.720 -1.224 1.776 -0.34
C -13.575774 13.481637 1.219864 -0.676 0.180 -1.291 -0.30
O -13.475598 13.551369 2.426879 0.273 0.458 -0.494 0.07
C -14.201458 12.332195 0.547880 0.769 1.345 0.672 0.03
C -14.198516 12.164617 -0.793045 0.288 0.780 -0.090 -0.32
C -13.780136 13.318035 -1.789349 0.376 -0.078 1.435 -0.27
O -13.896353 13.086730 -3.073711 -0.087 -0.375 1.444 -0.12
O -14.517197 11.016696 -1.316261 -0.700 0.294 -0.565 -0.15
O -12.391302 15.567542 0.648464 -0.658 0.193 0.031 0.04
H -12.868390 15.271775 -1.813547 -0.249 -0.422 0.090 0.13
H -14.578799 11.606967 1.245684 -0.053 -0.573 -0.134 0.12
C -10.573432 10.729471 -2.812086 -0.485 -0.801 -0.200 -0.21
C -11.196713 10.437139 -1.467577 -0.197 0.807 0.600 -0.24
O -12.322217 9.593074 -1.445186 1.023 -0.604 -0.182 -0.06
O -11.555597 11.168436 -3.735970 -0.198 0.600 -0.198 -0.09
H -10.063459 9.863309 -3.276613 -0.151 0.506 0.311 0.13
H -9.919310 11.563631 -2.610464 0.881 0.025 -0.178 0.12
H -11.484663 11.424410 -1.071210 -0.024 -0.072 0.081 0.12
H -10.352793 10.124633 -0.836065 -0.375 -0.465 0.234 0.12
H -13.128569 10.092569 -1.205005 0.109 0.054 -0.189 0.04
H -11.921490 11.978184 -3.339146 -0.299 -0.004 -0.381 0.09
C -16.548549 16.599306 -0.845985 1.232 -0.177 1.036 -0.25
C -15.519427 17.289967 0.027082 1.458 1.298 0.947 -0.22
O -14.279410 17.498490 -0.731181 0.535 -0.856 1.474 -0.13
O -16.568493 17.248705 -2.101574 -1.626 -1.030 0.246 -0.04
H -17.476668 16.583573 -0.269078 -0.422 0.301 -0.595 0.12
H -16.213247 15.550630 -0.883359 -0.168 0.098 -0.670 0.11
H -15.224188 16.682468 0.916952 -0.731 0.413 -0.460 0.12
H -15.832593 18.345364 0.373529 0.093 -1.595 -0.442 0.13
H -13.536668 17.087620 -0.178461 -1.268 0.733 -1.209 0.08
H -15.857189 17.862161 -2.055817 1.057 0.729 -0.323 0.05
C -21.097820 12.602991 -6.299339 0.380 -1.295 0.756 -0.21
C -22.100855 11.888072 -5.376573 -1.690 1.307 -0.102 -0.29
O -21.607016 10.772028 -4.711459 0.489 -0.118 0.985 -0.06
O -20.204332 13.506062 -5.586945 -2.240 -0.260 0.231 -0.09
H -21.720580 12.964819 -7.134920 0.734 0.813 0.183 0.11
H -20.402124 11.830798 -6.646768 -0.387 -0.035 -0.498 0.11
H -23.046907 11.593031 -5.880847 0.834 -0.190 -0.628 0.12
H -22.587896 12.630048 -4.690624 0.914 -0.264 0.009 0.12
H -21.439863 11.044323 -3.794094 0.053 -0.255 -0.262 0.06
H -20.700756 13.654867 -4.745588 0.825 0.406 -0.576 0.06
C -12.814643 9.349748 -7.016276 -1.498 -1.512 1.421 -0.29
C -11.360057 9.438250 -6.651184 0.454 -1.944 -0.756 -0.27
O -10.914180 10.708633 -6.988621 0.468 0.769 -0.289 -0.05
O -13.088021 9.635213 -8.349466 0.679 1.162 -0.705 -0.05
H -13.283818 10.058762 -6.293888 -0.567 -0.514 -0.579 0.11
H -13.262793 8.316367 -7.014815 0.578 0.779 1.327 0.14
H -10.856160 8.667904 -7.267530 0.311 0.695 -0.036 0.13
H -11.089945 9.161456 -5.626262 -0.583 0.153 0.205 0.11
H -11.458161 11.353640 -6.512395 0.264 -0.009 0.006 0.07
H -12.482122 10.364093 -8.521108 0.007 0.408 -0.671 0.07
C -17.595993 13.230763 -3.575226 -0.407 0.781 0.209 -0.20
C -17.565881 12.394050 -4.834645 0.854 0.149 -1.203 -0.15
O -16.184123 11.899470 -5.154406 -1.266 0.065 1.390 -0.11
O -16.966834 12.515357 -2.521445 -0.074 -1.520 2.097 -0.13
H -18.654596 13.512424 -3.314805 1.338 -0.205 -0.360 0.11
H -16.959142 14.148994 -3.676836 -0.725 -0.580 -0.190 0.14
H -17.812724 13.023531 -5.693700 -0.377 -0.105 0.267 0.12
H -18.265711 11.544318 -4.802934 0.571 0.165 0.096 0.13
H -15.668772 12.698348 -5.373671 0.209 0.089 -0.253 0.04
H -17.488251 12.053536 -1.716199 0.599 1.617 -1.755 0.11
C -15.753362 8.674588 -4.095348 -1.283 -0.107 1.161 -0.17
C -14.272625 8.744326 -3.838216 0.126 0.104 0.658 -0.17
O -13.961671 10.140915 -4.029448 -0.849 -0.912 -0.929 -0.12
O -16.421975 9.664336 -3.266792 -0.129 0.239 0.046 -0.13
H -16.234118 7.703826 -3.892960 0.638 0.036 0.153 0.13
H -16.012428 8.884445 -5.126926 0.111 0.510 -0.146 0.12
H -13.726502 8.049003 -4.529200 -0.191 0.799 0.605 0.13
H -14.080673 8.518051 -2.761640 0.112 -0.203 -0.893 0.13
H -13.048604 10.380914 -3.857101 1.123 -0.183 0.336 0.03
H -16.513754 9.510943 -2.257453 0.347 -0.886 -1.300 0.07
C -13.250987 13.991914 -6.130814 0.245 -0.088 1.052 -0.22
C -13.433391 13.280126 -7.421841 -0.884 0.422 -1.823 -0.24
O -12.232152 13.279839 -8.168739 1.062 -0.421 1.843 -0.04
O -14.477999 13.967254 -5.425037 -0.264 0.415 -1.155 -0.09
H -12.940062 15.014017 -6.307721 0.116 0.355 -0.205 0.13
H -12.504719 13.551724 -5.449261 0.187 -0.192 -0.558 0.13
H -14.225451 13.823268 -7.988902 0.321 -0.269 0.388 0.14
H -13.800076 12.263899 -7.324472 -0.048 -0.330 0.401 0.11
H -12.316414 13.476958 -9.075315 -0.631 0.354 -1.382 0.07
H -14.201889 14.013365 -4.512267 -0.245 -0.096 1.228 0.04
C -18.659516 10.369027 -0.493616 -0.655 -0.216 0.794 -0.20
C -17.730573 9.290716 0.045418 -0.567 -0.532 0.121 -0.19
O -16.513610 9.341260 -0.692076 -0.727 -1.261 0.343 -0.07
O -18.001026 11.638114 -0.248294 -0.441 0.017 -0.254 -0.08
H -19.625763 10.319014 0.034218 0.314 0.190 -0.230 0.13
H -18.850036 10.218945 -1.566085 0.140 0.183 0.206 0.12
H -18.141038 8.249441 -0.029572 0.171 1.003 -0.309 0.14
H -17.561921 9.445006 1.127115 0.176 0.143 -0.434 0.13
H -16.110579 10.169394 -0.480179 1.186 1.123 0.207 0.05
H -18.629886 12.370072 -0.040956 0.196 -0.873 -0.324 0.11
```
Positions in Å, forces in eV/Å.

Results
HOMO-LUMO gap: 7.90 eV
LUMO level: 1.8 eV
Total charge: -1
Electronic energy: -138593.7877 eV
HOMO level: -0.225 Ha



2.
The following is a DFT calculation (wB97M-V/def2-TZVPD) of a structure of composition C22H50IrO2P2S in a non-equilibrium geometry.

Structure (XYZ):
```
78
Properties=species:S:1:pos:R:3:forces:R:3:lowdin_charge:R:1
Ir 0.228516 -0.099255 -0.093805 0.590 0.610 -0.948 0.94
C -1.409758 0.775993 0.059194 -5.363 2.614 0.341 -0.44
O -2.461430 1.293055 0.099298 3.407 -1.739 -0.151 0.09
C -0.164737 -1.860499 0.398559 -0.992 -5.005 1.166 -0.41
O -0.415056 -2.966659 0.691428 0.782 3.579 -1.015 0.12
P -0.261760 -0.508671 -2.438401 2.821 -0.918 0.354 1.03
C 1.352429 -0.898096 -3.273538 -0.167 0.365 -0.390 -0.53
H 1.104603 -1.147087 -4.317171 -0.058 0.087 0.337 0.11
C -1.306146 -2.030439 -2.714553 -2.111 -0.459 -1.113 -0.46
H -0.878450 -2.741468 -1.987284 0.563 0.412 0.322 0.12
C -0.913272 0.852928 -3.536537 -2.622 0.907 -2.437 -0.42
H -0.183190 1.655164 -3.342196 0.890 -0.283 0.585 0.16
C 0.612746 2.245268 2.770425 -0.175 -0.008 -0.574 -0.51
P 1.002408 0.547560 2.118980 -0.227 1.363 2.882 1.07
H 3.376414 0.447280 2.626500 -0.660 -0.108 0.163 0.15
H 1.012089 2.899815 1.979907 -0.192 -0.157 0.138 0.11
C 1.229160 -0.468818 3.683697 -0.031 -0.514 -0.348 -0.49
H 2.068968 0.057152 4.169844 -0.399 0.131 -0.131 0.12
C -2.777622 -1.825204 -2.342190 0.267 -0.061 0.289 -0.07
H -3.247989 -2.815796 -2.247990 -0.018 0.205 -0.115 0.13
H -3.328414 -1.277004 -3.118874 0.087 -0.282 0.113 0.10
H -2.907081 -1.309225 -1.379844 0.030 -0.072 -0.180 0.06
C -1.184866 -2.665532 -4.101004 0.649 0.558 0.196 -0.03
H -1.715136 -2.093739 -4.871478 -0.067 -0.214 0.074 0.10
H -1.654543 -3.657297 -4.048472 -0.123 0.047 -0.031 0.14
H -0.149030 -2.816417 -4.422062 -0.274 -0.058 0.077 0.09
C -0.892907 0.536157 -5.036645 0.676 -0.520 0.685 -0.02
H 0.046870 0.114647 -5.409335 -0.196 0.239 0.075 0.10
H -1.049742 1.487389 -5.564952 -0.082 0.001 -0.089 0.14
H -1.719583 -0.127519 -5.320230 -0.091 0.271 -0.033 0.11
C -2.295656 1.393664 -3.169855 0.758 -0.108 0.745 -0.04
H -2.606943 2.095346 -3.954525 -0.092 -0.193 -0.016 0.14
H -2.279550 1.936222 -2.222831 -0.090 -0.089 -0.153 0.07
H -3.049002 0.601735 -3.107320 -0.162 0.194 -0.162 0.09
C 2.245166 0.345869 -3.278008 0.125 0.079 0.128 -0.10
H 1.831718 1.148585 -3.904788 0.185 -0.206 0.046 0.09
H 3.237737 0.082936 -3.666335 -0.308 0.147 -0.001 0.09
H 2.378215 0.743569 -2.260628 0.065 -0.079 -0.221 0.05
C 2.020539 -2.121298 -2.644834 0.048 -0.205 0.415 -0.07
H 2.337743 -1.917276 -1.613872 0.007 -0.125 -0.240 0.06
H 2.917707 -2.375330 -3.227269 -0.253 0.084 0.121 0.12
H 1.359545 -2.998453 -2.636108 0.221 0.143 -0.042 0.09
C 1.308818 2.580788 4.092220 0.188 -0.060 0.314 -0.06
H 2.381137 2.360965 4.097678 -0.127 0.040 0.003 0.09
H 0.840189 2.066100 4.938442 0.195 0.201 -0.170 0.09
H 1.192480 3.659161 4.262131 0.031 -0.221 -0.062 0.12
C -0.884003 2.543931 2.893166 -0.512 0.072 0.011 -0.08
H -1.383254 1.899953 3.631210 0.187 0.244 -0.099 0.07
C 3.112433 -0.437094 0.676049 0.133 -0.119 0.367 -0.14
H -1.416337 2.443495 1.943133 0.128 0.186 0.170 0.05
H -0.995302 3.587916 3.228598 -0.028 -0.399 -0.115 0.12
C 3.251884 2.059546 1.207365 -1.156 0.233 0.347 -0.04
H 2.358414 -0.398742 -0.150400 0.776 0.022 0.032 -0.03
H 4.096216 -0.290916 0.225773 -0.005 -0.050 0.065 0.06
H 3.078870 -1.439848 1.119078 -0.009 0.264 -0.203 0.09
C 2.835278 0.670142 1.692756 3.327 -0.282 -1.864 -0.43
H 4.277904 2.004026 0.822293 0.012 -0.270 -0.020 0.13
H 3.244969 2.796637 2.020339 0.008 -0.201 -0.283 0.10
H 2.601466 2.419795 0.398005 0.328 0.025 -0.035 0.10
C 1.697212 -1.903891 3.420400 0.118 -0.120 -0.137 -0.07
H 1.012510 -2.439347 2.743088 0.268 0.056 0.353 0.07
H 1.724108 -2.436233 4.383872 -0.019 0.098 -0.356 0.12
H 2.714642 -1.943597 3.008982 -0.304 -0.079 0.171 0.08
C 0.037324 -0.472912 4.639217 -0.427 0.121 0.160 -0.08
H -0.737504 -1.160508 4.273698 0.207 -0.004 0.219 0.04
H -0.427884 0.503257 4.801830 0.155 -0.220 -0.002 0.06
H 0.384688 -0.838577 5.617620 -0.149 0.056 -0.315 0.13
H 4.970806 0.331959 -1.443396 -0.008 -0.187 -0.500 0.07
H 4.756635 -0.058587 -2.052251 0.243 0.228 0.420 0.07
C -3.455017 -2.491692 1.827073 0.579 -0.327 0.151 -0.24
S -2.469445 -1.047858 2.291325 -1.843 -0.283 0.329 1.07
C -3.805926 0.039550 2.836269 0.086 0.067 -0.279 -0.24
H -2.780000 -3.340051 1.679975 -0.092 0.166 0.052 0.06
H -3.998801 -2.290515 0.894091 0.002 0.195 0.208 0.09
H -4.159018 -2.710700 2.639252 0.019 0.134 -0.107 0.10
H -4.748118 -0.313509 2.405661 0.155 0.013 0.182 0.09
H -3.836644 -0.001238 3.932155 -0.027 -0.041 0.003 0.10
H -3.608379 1.068660 2.516869 0.141 -0.191 0.129 0.06
```
Positions in Å, forces in eV/Å.

Results
HOMO-LUMO gap (alpha / beta): 7.40 / 4.43 eV
LUMO level (alpha / beta): -11.8 / -17.5 eV
Expectation value of S²: 8.767
Total charge: +4
Energy relative to the best compared isomer or geometry (same formula, charge and spin): 0.0 kcal per mole
Electronic energy: -59922.5353 eV
2S+1: 6
HOMO level (alpha / beta): -0.707 / -0.807 Ha